Record 1
{
  "formula": "C4H9NS2",
  "method": "ωB97M-V with the def2-TZVPD basis set",
  "species": ["C", "C", "C", "C", "H", "H", "H", "H", "H", "H", "H", "H", "H", "N", "S", "S"],
  "xyz": [[0.276, 0.828, -0.270], [-0.446, 0.580, 1.084], [-0.267, -0.949, 0.851], [0.003, -0.623, -0.674], [-0.136, 2.740, -0.971], [-0.221, 1.715, -2.063], [1.316, 1.012, -0.134], [-1.506, 0.772, 1.002], [0.012, 1.009, 2.011], [-1.185, -1.560, 0.998], [0.616, -1.828, 3.021], [-0.927, -0.652, -1.219], [0.630, -1.499, -2.757], [-0.461, 1.806, -1.094], [1.153, -1.673, 1.742], [1.142, -1.679, -1.527]],
  "orbital_gap_ev": 9.6,
  "de_lowest_kcal_mol": 29.97,
  "e_tot_ha": -1008.8955,
  "smiles": "N[C@H]1C[C@H](S)[C@@H]1S",
  "e_lumo_ev": 0.73,
  "molar_mass_da": 135.26
}


Record 2
{
  "formula": "C4H9NSi",
  "method": "ωB97M-V with the def2-TZVPD basis set",
  "species": ["C", "C", "C", "C", "N", "Si", "H", "H", "H", "H", "H", "H", "H", "H", "H"],
  "xyz": [[-1.031, -1.459, -0.357], [-1.897, -0.615, 0.056], [0.332, -1.034, -0.892], [0.461, 0.447, -1.201], [0.415, 1.270, -0.084], [0.485, 1.246, 1.642], [-1.030, -2.470, -0.135], [-1.968, 0.407, -0.003], [0.978, -1.345, -0.015], [0.559, -1.528, -1.823], [1.381, 0.664, -1.793], [-0.254, 0.638, -1.994], [1.830, 0.810, 2.521], [-0.621, 0.320, 2.066], [0.360, 2.650, 2.015]],
  "orbital_gap_ev": [9.2, 7.8],
  "de_lowest_kcal_mol": 152.13,
  "e_tot_ha": -501.8385,
  "e_lumo_ev": [-0.25, -1.26],
  "molar_mass_da": 99.21
}


Record 3
{
  "formula": "C4H9O",
  "method": "ωB97M-V with the def2-TZVPD basis set",
  "species": ["C", "O", "H", "H", "H", "C", "C", "C", "H", "H", "H", "H", "H", "H"],
  "xyz": [[1.333, -0.902, 2.247], [0.119, -0.932, 1.609], [1.212, -0.670, 3.332], [2.042, -0.133, 1.848], [1.874, -1.854, 2.161], [-0.945, 1.432, -0.694], [-0.730, -0.022, -0.952], [-0.652, -0.569, -2.154], [-1.448, 2.015, -1.483], [0.063, 1.871, -0.609], [-1.464, 1.697, 0.223], [-0.179, -0.428, -0.061], [-0.202, -1.508, -2.452], [-1.023, 0.003, -3.014]],
  "orbital_gap_ev": 6.5,
  "de_lowest_kcal_mol": 26.89,
  "e_tot_ha": -232.9761,
  "e_lumo_ev": 4.18,
  "molar_mass_da": 73.11,
  "charge": -1
}


Record 4
{
  "formula": "C4H9O2",
  "method": "ωB97M-V with the def2-TZVPD basis set",
  "species": ["C", "C", "H", "H", "H", "H", "H", "H", "C", "C", "O", "O", "H", "H", "H"],
  "xyz": [[1.812, 1.092, 0.307], [1.899, 0.100, 1.469], [1.608, 2.129, 0.594], [2.750, 1.108, -0.262], [1.021, 0.769, -0.363], [2.038, -0.905, 1.052], [0.938, 0.039, 1.994], [2.680, 0.331, 2.186], [-2.005, -0.352, -0.410], [-2.278, -1.095, -1.755], [-2.028, -0.402, -2.761], [-2.735, -2.256, -1.697], [-2.408, -0.885, 0.454], [-2.375, 0.665, -0.505], [-0.918, -0.338, -0.304]],
  "orbital_gap_ev": 7.3,
  "de_lowest_kcal_mol": 4.63,
  "e_tot_ha": -308.3375,
  "e_lumo_ev": 3.51,
  "molar_mass_da": 89.11,
  "charge": -1
}


Record 5
{
  "formula": "C4H9O2",
  "method": "ωB97M-V with the def2-TZVPD basis set",
  "species": ["C", "C", "H", "H", "H", "H", "H", "H", "C", "C", "O", "O", "H", "H", "H"],
  "xyz": [[0.832, 0.381, 1.715], [1.243, 1.473, 0.661], [1.358, -0.468, 1.296], [1.259, 0.467, 2.606], [-0.332, 0.475, 1.802], [0.867, 1.015, -0.334], [0.461, 2.264, 0.761], [2.236, 1.920, 0.781], [-1.754, -0.928, -1.278], [-0.236, -1.266, -1.435], [0.077, -2.102, -0.625], [0.521, -0.628, -2.229], [-2.088, 0.012, -1.631], [-2.033, -1.033, -0.207], [-2.412, -1.583, -1.884]],
  "orbital_gap_ev": 8.0,
  "de_lowest_kcal_mol": 30.59,
  "e_tot_ha": -308.2961,
  "e_lumo_ev": 4.14,
  "molar_mass_da": 89.11,
  "charge": -1
}


Record 6
{
  "formula": "C4H9O2",
  "method": "ωB97M-V with the def2-TZVPD basis set",
  "species": ["C", "C", "H", "H", "H", "H", "H", "H", "C", "C", "O", "O", "H", "H", "H"],
  "xyz": [[2.071, 1.393, -0.205], [0.888, 2.141, 0.335], [2.850, 1.165, 0.437], [1.526, 0.584, -0.721], [2.640, 1.759, -1.039], [0.032, 2.341, -0.377], [1.158, 3.195, 0.923], [0.397, 1.394, 1.038], [-0.139, -1.590, 0.968], [-0.922, -0.977, -0.160], [-2.099, -0.648, 0.072], [-0.431, -0.696, -1.280], [0.130, -1.004, 1.889], [0.801, -2.002, 0.502], [-0.686, -2.471, 1.384]],
  "orbital_gap_ev": 7.5,
  "de_lowest_kcal_mol": 28.08,
  "e_tot_ha": -308.3001,
  "e_lumo_ev": 4.12,
  "molar_mass_da": 89.11,
  "charge": -1
}


Record 7
{
  "formula": "C4H9O2",
  "method": "ωB97M-V with the def2-TZVPD basis set",
  "species": ["C", "C", "H", "H", "H", "H", "H", "H", "C", "C", "O", "O", "H", "H", "H"],
  "xyz": [[-0.342, -1.939, 0.227], [-0.032, -2.829, 1.371], [-1.263, -2.197, -0.270], [-0.884, -1.047, 0.730], [0.501, -1.731, -0.448], [0.153, -2.259, 2.308], [-0.809, -3.519, 1.674], [0.899, -3.378, 1.479], [0.879, 1.879, 0.575], [-0.069, 1.340, -0.709], [0.207, 2.000, -1.708], [-0.757, 0.344, -0.402], [0.186, 1.950, 1.441], [1.422, 2.716, 0.258], [1.657, 1.122, 0.748]],
  "orbital_gap_ev": 7.6,
  "de_lowest_kcal_mol": 42.22,
  "e_tot_ha": -308.2776,
  "e_lumo_ev": 4.02,
  "molar_mass_da": 89.11,
  "charge": -1
}


Record 8
{
  "formula": "C4H9O2P",
  "method": "ωB97M-V with the def2-TZVPD basis set",
  "species": ["C", "C", "C", "C", "O", "O", "P", "H", "H", "H", "H", "H", "H", "H", "H", "H"],
  "xyz": [[2.204, 4.069, 0.779], [1.652, 0.503, 0.201], [-0.549, -0.920, 0.462], [0.084, 0.426, 0.295], [1.249, 4.368, 1.288], [3.189, 3.718, 0.278], [-0.763, 1.451, -1.071], [1.896, 0.115, 1.192], [1.927, -0.219, -0.568], [1.911, 1.568, 0.061], [-0.397, -1.462, -0.524], [-1.599, -0.693, 0.766], [-0.134, -1.637, 1.384], [-0.330, 1.015, 1.160], [-2.077, 1.393, -0.763], [-1.047, 0.301, -1.955]],
  "orbital_gap_ev": 9.9,
  "de_lowest_kcal_mol": 47.72,
  "e_tot_ha": -649.6158,
  "smiles": "CC(C)P.O=C=O",
  "e_lumo_ev": 0.60,
  "molar_mass_da": 120.09
}


Record 9
{
  "formula": "C4H9O2S",
  "method": "ωB97M-V with the def2-TZVPD basis set",
  "species": ["C", "C", "S", "H", "H", "H", "H", "H", "O", "C", "O", "C", "H", "H", "H", "H"],
  "xyz": [[0.965, 0.158, -2.171], [1.858, 0.664, -1.061], [1.009, 1.443, 0.369], [0.254, 0.934, -2.463], [0.346, -0.675, -1.843], [1.580, -0.105, -3.038], [2.559, 1.428, -1.415], [2.498, -0.115, -0.639], [-1.934, -1.161, -0.473], [-1.369, -1.113, 0.610], [-0.087, -1.169, 0.824], [-2.215, -0.941, 1.871], [0.320, 0.068, 0.718], [-1.650, -1.076, 2.789], [-3.097, -1.588, 1.841], [-2.634, 0.070, 1.868]],
  "orbital_gap_ev": 7.7,
  "de_lowest_kcal_mol": 8.14,
  "e_tot_ha": -706.5350,
  "e_lumo_ev": 3.81,
  "molar_mass_da": 121.18,
  "charge": -1
}


Record 10
{
  "formula": "C4H9O2S2",
  "method": "ωB97M-V with the def2-TZVPD basis set",
  "species": ["C", "C", "C", "C", "O", "O", "S", "S", "H", "H", "H", "H", "H", "H", "H", "H", "H"],
  "xyz": [[-0.103, -0.752, -1.114], [-1.200, 0.500, 0.942], [0.738, 1.432, -0.411], [0.080, 0.180, 0.172], [-1.453, -0.993, -1.464], [2.638, -1.025, 0.426], [0.334, -2.184, 2.027], [1.501, -0.671, 1.395], [-1.885, -1.362, -0.697], [0.422, -0.390, -1.990], [0.377, -1.683, -0.885], [-1.471, -0.263, 1.562], [-1.973, 0.610, 0.232], [-0.972, 1.475, 1.494], [1.964, 1.223, -0.493], [0.463, 1.565, -1.471], [0.540, 2.338, 0.275]],
  "orbital_gap_ev": 6.9,
  "de_lowest_kcal_mol": 46.77,
  "e_tot_ha": -1104.6665,
  "e_lumo_ev": 3.52,
  "molar_mass_da": 153.25,
  "charge": -1
}


Record 11
{
  "formula": "C4H9O3",
  "method": "ωB97M-V with the def2-TZVPD basis set",
  "species": ["C", "C", "O", "H", "H", "H", "H", "H", "H", "C", "C", "O", "O", "H", "H", "H"],
  "xyz": [[0.612, -1.962, 1.816], [-0.787, -1.427, 1.560], [1.209, -2.278, 0.554], [1.273, -1.244, 2.289], [0.471, -2.946, 2.269], [-0.640, -0.414, 1.182], [0.942, -1.615, -0.083], [-1.413, -1.370, 2.448], [-1.306, -2.020, 0.811], [-1.444, 2.117, -0.821], [-0.070, 1.499, -1.137], [0.066, 0.270, -0.895], [0.773, 2.272, -1.629], [-2.152, 1.462, -0.320], [-1.890, 2.340, -1.797], [-1.425, 3.076, -0.301]],
  "orbital_gap_ev": 8.1,
  "de_lowest_kcal_mol": 15.10,
  "e_tot_ha": -383.5825,
  "e_lumo_ev": 3.91,
  "molar_mass_da": 105.11,
  "charge": -1
}


Record 12
{
  "formula": "C4H9O3",
  "method": "ωB97M-V with the def2-TZVPD basis set",
  "species": ["C", "C", "O", "H", "H", "H", "H", "H", "H", "C", "C", "O", "O", "H", "H", "H"],
  "xyz": [[-0.815, -1.339, 0.788], [-1.384, -2.743, 0.715], [-0.278, -1.056, -0.473], [-1.643, -0.631, 1.013], [-0.007, -1.213, 1.511], [-0.711, -3.575, 0.492], [0.094, -0.142, -0.574], [-2.218, -2.859, 0.002], [-1.909, -2.998, 1.654], [1.801, 2.613, -0.993], [0.433, 2.172, -0.419], [-0.259, 1.494, -1.225], [0.279, 2.376, 0.807], [1.722, 2.981, -2.020], [2.501, 1.758, -1.027], [2.395, 3.163, -0.251]],
  "orbital_gap_ev": 8.3,
  "de_lowest_kcal_mol": 19.86,
  "e_tot_ha": -383.5749,
  "e_lumo_ev": 3.92,
  "molar_mass_da": 105.11,
  "charge": -1
}